Entry 1:
This record from OMol25 describes a structure of composition C4H9FN2. The level of theory is ωB97M-V with the def2-TZVPD basis set.

Last column: Mulliken charge in e.
Atoms and positions in Å:
C -1.20561 1.33315 -0.09347  -1.04
C -1.90694 -1.07957 -0.20620  -0.65
C 1.25757 0.17580 -0.11606  -0.04
C 2.62572 -0.29757 0.34323  -0.17
H -0.54456 2.05923 -0.56518  0.37
H -2.12733 1.52359 -0.47515  0.36
H -1.14579 1.44283 1.08113  0.37
H -1.73382 -1.94563 -1.28394  0.22
H -3.12059 -0.68018 -0.18641  0.24
H -1.54388 -1.80237 0.85315  0.25
H 0.96390 1.33562 -0.06955  0.07
H 3.09664 0.02655 1.28568  0.21
H 2.43784 -1.50133 0.57404  0.19
N -0.88461 0.00805 -0.32964  0.55
N 0.18747 -0.59922 -0.18320  -0.63
F 3.64400 0.00106 -0.62843  -0.31

Its energy above the lowest of the compared OMol25 structures with the same formula, charge and spin is 132.4 kcal/mol. Its spin multiplicity is 1. The value obtained for the electronic energy is -366.9796 Eh. The highest occupied orbital energy comes out at -8.27 eV. The value obtained for the lowest unoccupied orbital energy is 0.67 eV.

Entry 2:
This record from OMol25 describes a structure of composition C24H45InNO3P2. The level of theory is ωB97M-V with the def2-TZVPD basis set.

Last column: Mulliken charge in e.
Atoms and positions in Å:
In 0.58876 -0.11239 -0.01489  0.13
C -2.45221 1.71070 1.08881  0.18
C -2.73818 0.78832 0.04279  0.45
C -2.66935 -0.38278 2.02495  0.53
C -2.41147 0.98916 2.30704  0.82
C -2.87466 -0.51025 0.62273  0.35
C -2.22464 3.15367 0.91076  -1.56
H -1.84847 3.35574 -0.10349  0.28
H -1.49005 3.53660 1.63269  0.36
H -3.16318 3.71527 1.05016  0.31
C -2.15769 1.55323 3.63600  -1.23
H -1.93477 2.62414 3.55287  0.43
H -1.29815 1.06911 4.13311  0.12
H -3.03532 1.43845 4.28868  0.35
C -2.71342 -1.46779 3.01627  -1.45
H -3.73067 -1.55179 3.43204  0.33
H -2.00097 -1.29769 3.83754  0.36
H -2.46181 -2.43255 2.55645  0.25
C -3.21355 -1.75597 -0.09737  -1.00
H -4.30765 -1.85772 -0.22184  0.30
H -2.86330 -2.63190 0.46412  0.25
H -2.76321 -1.78889 -1.10036  0.01
C -2.85805 1.15108 -1.38395  -0.78
H -3.78725 1.71433 -1.57474  0.37
H -2.87382 0.25865 -2.01876  0.25
H -2.01744 1.78333 -1.72018  0.03
C 1.86667 0.75822 -2.68004  -0.41
C 0.77476 1.53612 -2.79244  0.42
C -0.07281 1.57837 -4.02330  -1.20
C -1.01570 0.37318 -4.34611  -1.47
C -0.99121 -0.81352 -3.42455  -0.09
C 0.10913 -1.56258 -3.25770  -0.26
C 1.32449 -1.36289 -4.11734  -1.15
C 2.30509 -0.22292 -3.72811  -1.01
H 0.55666 1.75678 -4.91326  0.50
H -0.77387 0.05113 -5.37500  0.54
H -0.71093 2.47438 -3.94376  0.39
H 2.57400 0.31490 -4.65392  0.37
H 2.59972 0.88493 -1.86724  0.48
H 0.53111 2.29250 -2.03499  0.31
H 3.24298 -0.68368 -3.37277  0.31
H 1.89581 -2.30352 -4.10965  0.49
H 0.13557 -2.41620 -2.57776  0.45
H 1.02413 -1.19807 -5.16577  0.40
H -2.05146 0.75178 -4.38927  0.31
H -1.96375 -1.11817 -3.02613  0.80
P 1.97976 1.92097 1.30878  1.02
C 1.43265 2.70158 2.86317  -1.06
H 2.08139 3.55363 3.11184  0.47
H 1.44738 1.95643 3.67759  0.42
H 0.40353 3.06658 2.74729  0.11
C 3.70539 1.44418 1.66534  -1.24
H 4.27430 2.32124 1.99520  0.42
H 4.15249 1.05006 0.74526  0.34
H 3.71004 0.66827 2.43961  0.32
C 2.20618 3.38581 0.23741  -1.24
H 2.57457 3.06431 -0.74394  0.34
H 2.93196 4.06165 0.71084  0.47
H 1.24110 3.89734 0.12153  0.31
P 1.18841 -2.68605 0.44928  1.09
C -0.07761 -3.84765 -0.16541  -1.32
H 0.41269 -4.77058 -0.50712  0.48
H -0.63481 -3.40087 -0.99828  0.30
H -0.78105 -4.07481 0.64899  0.39
C 2.73279 -3.14772 -0.42370  -1.35
H 2.58491 -3.12539 -1.51214  0.34
H 3.03721 -4.15666 -0.11246  0.44
H 3.52000 -2.42892 -0.15159  0.36
C 1.51861 -3.26597 2.14398  -1.26
H 1.46704 -4.36561 2.16388  0.49
H 0.80831 -2.84440 2.87202  0.28
H 2.52456 -2.93427 2.43063  0.42
O 0.32897 -1.62252 4.30982  -0.72
N 0.87404 -0.54728 3.93251  1.20
O 0.62400 0.53197 4.54723  -0.78
O 1.67127 -0.54814 2.93017  -0.62

The total charge is +1. Its spin multiplicity is 1. The value obtained for the electronic energy is -2094.3389 Eh. The highest occupied orbital energy (spin up / spin down) comes out at -9.85 / -9.80 eV. The value obtained for the lowest unoccupied orbital energy (spin up / spin down) is -5.13 / -3.84 eV.

Entry 3:
This record from OMol25 describes a cluster of 4 separate species, CH9O3S in total. The level of theory is ωB97M-V with the def2-TZVPD basis set.

Last column: Mulliken charge in e.
Atoms and positions in Å:
C 0.23446 -1.14752 -0.02542  -0.60
S 0.92310 0.41230 0.46854  -0.63
H -0.97874 -1.22541 -0.05998  0.20
H 0.58032 -2.03452 0.48997  0.27
H 0.64796 -1.44095 -1.04550  -0.16
H -2.11417 1.40430 -2.17460  0.28
H -1.32884 0.75158 -1.09218  0.30
O -2.20594 1.15134 -1.24711  -0.64
H 1.31522 -0.90566 -2.66652  0.36
H 0.38375 -1.47371 -3.48614  0.32
O 1.34406 -1.36505 -3.55495  -0.68
H -0.23614 0.76862 3.40570  0.34
H -1.60622 0.33392 4.02831  0.30
O -0.76197 0.74509 4.21533  -0.67

Its energy above the lowest of the compared OMol25 structures with the same formula, charge and spin is 32.5 kcal/mol. The total charge is -1. Its spin multiplicity is 1. The value obtained for the electronic energy is -667.4178 Eh. The highest occupied orbital energy comes out at -2.99 eV. The value obtained for the lowest unoccupied orbital energy is 3.56 eV.

Entry 4:
This record from OMol25 describes a cluster of 2 separate species, C4H8N2O in total. The level of theory is ωB97M-V with the def2-TZVPD basis set.

Last column: Mulliken charge in e.
Atoms and positions in Å:
C -0.39861 -2.23753 -0.95019  -0.88
N -0.53692 -0.82299 -0.62159  -0.24
C 0.59125 -0.29911 0.06685  -0.91
C 0.56082 0.13749 1.31309  0.80
N 0.47090 0.61226 2.44138  -0.64
H 0.47011 -2.35881 -1.60512  0.30
H -0.25101 -2.87503 -0.06564  0.30
H -1.28419 -2.57652 -1.49579  0.32
H -1.38274 -0.66328 -0.08463  0.28
H 1.52109 -0.25717 -0.49554  0.39
H 0.17140 1.59801 2.41417  0.32
C 0.01774 2.43093 -0.23497  -0.08
O -0.36497 2.92654 0.80193  -0.49
H -0.66028 1.90497 -0.93032  0.25
H 1.07541 2.48024 -0.55361  0.30

Its energy above the lowest of the compared OMol25 structures with the same formula, charge and spin is 84.2 kcal/mol. Its spin multiplicity is 1. The value obtained for the electronic energy is -341.8694 Eh. The SMILES is CNC=C=N.C=O. The highest occupied orbital energy comes out at -8.37 eV. The value obtained for the lowest unoccupied orbital energy is 0.88 eV.

Entry 5:
This record from OMol25 describes an isolated molecule of C6H10. The level of theory is ωB97M-V with the def2-TZVPD basis set.

Last column: Mulliken charge in e.
Atoms and positions in Å:
C 1.71306 -0.05853 0.26290  -0.53
C 0.65833 -1.16976 0.03726  -0.71
C -0.31876 -0.02032 -0.18086  0.88
C 0.82173 0.92792 -0.53172  -0.70
C -1.34913 0.32686 0.84041  -0.95
C -1.72740 -0.03340 -0.60319  -0.57
H 2.72071 -0.23783 -0.10952  0.34
H 1.72565 0.22740 1.31650  0.21
H 0.89277 -1.78335 -0.84628  0.26
H 0.41050 -1.83360 0.86993  0.30
H 1.10817 0.97341 -1.59367  0.26
H 0.70593 1.94691 -0.15329  0.30
H -1.62518 -0.37044 1.66122  0.23
H -1.52797 1.36818 1.18068  0.23
H -2.04067 0.74495 -1.30703  0.23
H -2.17043 -1.00575 -0.83663  0.23

Its energy above the lowest of the compared OMol25 structures with the same formula, charge and spin is 33.5 kcal/mol. Its spin multiplicity is 1. The value obtained for the electronic energy is -234.5492 Eh. The SMILES is C1CC2(C1)CC2. The highest occupied orbital energy comes out at -9.84 eV. The value obtained for the lowest unoccupied orbital energy is 1.22 eV.

Entry 6:
This record from OMol25 describes a structure of composition C3H9N2S. The level of theory is ωB97M-V with the def2-TZVPD basis set.

Last column: Mulliken charge in e.
Atoms and positions in Å:
C -1.28719 -2.08788 -1.60937  -0.46
C -0.65622 -1.34656 -0.47140  0.43
C 1.22532 1.93690 0.52092  -0.81
N 0.29564 -1.24421 0.32849  -0.46
N -0.01964 1.14281 1.06807  -0.44
S -1.98158 -0.36358 -1.00037  -0.06
H -0.81768 -2.04382 -2.56397  0.30
H -1.84414 -3.03232 -1.35201  0.28
H 1.84496 2.28160 1.32709  0.34
H 1.77827 1.20670 0.04949  0.30
H 0.89475 2.78905 0.02204  0.38
H 0.29755 -0.04809 0.94134  0.43
H 1.09824 -1.83472 0.42968  0.19
H -0.66685 1.34056 0.30005  0.28
H -0.16144 1.30354 2.00997  0.29

Its energy above the lowest of the compared OMol25 structures with the same formula, charge and spin is 54.2 kcal/mol. The total charge is +1. Its spin multiplicity is 1. The value obtained for the electronic energy is -627.0836 Eh. The highest occupied orbital energy comes out at -14.14 eV. The value obtained for the lowest unoccupied orbital energy is -3.70 eV.

Q: Among the records above, which one has the lowest electronic energy?
A: C24H45InNO3P2